Entry from the Open Molecules 2025 dataset: a molecular structure, C23H38AgN5O3S2Si4Te (ωB97M-V with the def2-TZVPD basis set).

Structure (XYZ):
```
77
Properties=species:S:1:pos:R:3
Ag -0.127 1.658 0.601
N 4.082 3.045 0.055
C 2.900 2.416 -0.186
N 1.823 2.996 -0.564
C 1.818 4.374 -0.708
N 0.757 5.087 -0.769
N -0.400 4.337 -0.630
C -1.249 4.901 0.121
C -2.472 4.166 0.497
C -3.525 4.811 1.135
C -4.607 4.052 1.555
C -4.597 2.689 1.335
C -3.500 2.133 0.688
N -2.470 2.852 0.269
C 3.122 5.079 -0.723
C 3.264 6.410 -1.101
C 4.489 7.044 -1.004
C 5.589 6.346 -0.512
C 5.472 5.023 -0.140
C 4.238 4.381 -0.256
H 4.790 2.544 0.564
H 2.906 1.342 -0.056
H -1.048 5.875 0.562
H -3.475 5.877 1.317
H -5.438 4.521 2.069
H -5.407 2.059 1.678
H -3.428 1.065 0.502
H 2.383 6.933 -1.448
H 4.589 8.081 -1.298
H 6.548 6.841 -0.418
H 6.327 4.475 0.240
C -0.785 -3.812 -3.886
Si 0.367 -3.744 -2.385
C 0.825 -5.542 -1.973
C 1.950 -2.868 -2.911
Si -0.680 -2.565 -0.653
Te -0.776 -0.238 -1.486
Si 0.506 -2.904 1.343
C -0.150 -1.936 2.802
C 0.420 -4.751 1.791
C 2.313 -2.467 1.047
Si -2.838 -3.417 -0.405
C -2.868 -5.319 -0.388
C -3.603 -2.817 1.214
C -3.977 -2.868 -1.807
H -0.273 -4.218 -4.766
H -1.139 -2.805 -4.122
H -1.662 -4.435 -3.682
H 1.188 -6.075 -2.859
H -0.037 -6.087 -1.575
H 1.610 -5.575 -1.213
H 2.403 -3.340 -3.790
H 2.685 -2.867 -2.101
H 1.724 -1.823 -3.139
H -1.170 -2.239 3.060
H -0.160 -0.859 2.621
H 0.484 -2.098 3.678
H -0.607 -5.048 2.024
H 1.034 -4.963 2.673
H 0.768 -5.381 0.970
H 2.390 -1.414 0.767
H 2.752 -3.073 0.245
H 2.904 -2.607 1.956
H -2.209 -5.718 0.387
H -2.528 -5.727 -1.345
H -3.881 -5.693 -0.200
H -3.126 -3.291 2.075
H -4.675 -3.036 1.249
H -3.467 -1.737 1.323
H -3.647 -3.264 -2.772
H -3.969 -1.778 -1.886
H -5.006 -3.200 -1.627
O -0.560 1.236 3.396
S 0.614 2.109 3.357
O 1.016 2.592 4.674
O 0.369 3.242 2.418
S 2.117 1.007 2.524
```

As for the molecular weight: 844.54 u. Its energy relative to the best compared isomer or geometry (same formula, charge and spin) is 0.111 eV. The charge is -2. As for the maximum force: 0.67 eV Å⁻¹. As for the HOMO energy: -1.162 eV. As for the gap between HOMO and LUMO: 5.3956 eV.

---

Entry from the Open Molecules 2025 dataset: 2 unconnected molecules or ions with the total composition C4H10N3S in a non-equilibrium geometry (ωB97M-V with the def2-TZVPD basis set).

Structure (XYZ):
```
18
Properties=species:S:1:pos:R:3
C -0.650 0.727 1.094
C 0.083 -2.305 -0.124
C -0.406 -1.967 -2.647
C 1.500 1.878 0.738
N 0.149 -1.943 -1.303
N 0.599 0.792 0.723
N -1.378 1.511 1.867
S 0.345 -2.644 1.370
H -1.207 -0.126 0.675
H 0.283 -1.368 -3.189
H -0.482 -2.981 -3.068
H -1.351 -1.476 -2.756
H 0.916 2.808 0.778
H 2.276 1.711 1.414
H 1.960 1.896 -0.307
H 0.851 -0.074 0.259
H -2.432 1.311 1.970
H -1.057 2.250 2.506
```

As for the molecular weight: 132.21 u. Its energy relative to the best compared isomer or geometry (same formula, charge and spin) is 0.796 eV. The charge is +1. As for the maximum force: 5.05 eV Å⁻¹. As for the HOMO energy: -12.763 eV. As for the gap between HOMO and LUMO: 9.4785 eV.

---

Entry from the Open Molecules 2025 dataset: a molecular structure, C40H40GeN2ORe in a non-equilibrium geometry (ωB97M-V with the def2-TZVPD basis set).

Structure (XYZ):
```
85
Properties=species:S:1:pos:R:3
Re 0.594 0.913 -0.625
C 1.038 4.594 -2.841
C 1.321 3.081 -2.729
C 0.355 2.144 -3.126
C -0.925 2.491 -3.846
C 0.687 0.729 -2.886
C -0.302 -0.300 -3.468
C 1.977 0.280 -2.406
C 2.389 -1.160 -2.572
C 3.000 1.292 -2.223
C 4.401 0.841 -1.970
C 2.686 2.653 -2.394
C 3.703 3.735 -2.108
H 1.267 5.052 -1.888
H 0.023 4.821 -3.124
H 1.684 5.024 -3.619
H -0.934 1.960 -4.746
H -1.028 3.511 -4.193
H -1.872 2.075 -3.283
H 0.044 -0.566 -4.462
H -1.279 0.026 -3.459
H -0.287 -1.173 -2.781
H 1.529 -1.793 -2.658
H 3.006 -1.729 -1.797
H 3.059 -1.246 -3.464
H 4.944 1.588 -1.377
H 4.958 0.831 -2.938
H 4.468 -0.116 -1.467
H 4.766 3.397 -2.148
H 3.473 4.251 -1.181
H 3.648 4.497 -2.878
O -1.178 1.696 -0.795
C -1.953 2.375 0.044
C -3.319 2.233 -0.189
C -4.125 3.095 0.513
C -3.537 4.088 1.348
C -2.248 4.044 1.752
C -1.365 3.222 1.005
C 0.024 3.039 1.304
N 0.842 1.938 1.079
C 1.986 2.138 1.828
C 1.953 3.392 2.417
N 0.712 3.944 2.103
H -3.582 1.475 -0.912
H -5.251 3.137 0.428
H -4.191 4.877 1.732
H -1.840 4.613 2.536
H 2.736 1.423 1.842
H 2.747 3.891 2.967
H 0.315 4.770 2.469
C 0.400 -0.774 0.047
Ge -0.370 -2.041 1.201
C -0.810 -3.617 0.089
C -0.294 -4.874 0.244
C -0.425 -5.781 -0.870
C -1.146 -5.448 -2.014
C -1.832 -4.226 -2.097
C -1.668 -3.342 -0.994
C -2.001 -1.680 2.210
C -2.249 -2.209 3.459
C -3.521 -2.122 4.020
C -4.452 -1.342 3.345
C -4.189 -0.780 2.105
C -2.958 -1.009 1.493
C 0.941 -2.788 2.485
C 0.941 -2.371 3.819
C 1.430 -3.231 4.806
C 2.063 -4.397 4.498
C 2.292 -4.682 3.158
C 1.788 -3.885 2.137
H 0.137 -5.150 1.178
H 0.045 -6.726 -0.725
H -1.278 -6.202 -2.768
H -2.509 -3.918 -2.891
H -2.197 -2.401 -1.031
H -1.490 -2.710 4.006
H -3.689 -2.535 5.027
H -5.409 -1.093 3.872
H -4.882 -0.092 1.687
H -2.853 -0.695 0.440
H 0.453 -1.477 4.138
H 1.342 -2.931 5.860
H 2.424 -4.985 5.278
H 2.890 -5.544 2.912
H 1.959 -4.041 1.059
```

As for the molecular weight: 823.59 u. Its energy relative to the best compared isomer or geometry (same formula, charge and spin) is 0.000 eV. The charge is +3. As for the maximum force: 6.17 eV Å⁻¹. As for the HOMO energy (alpha / beta): -15.467 / -15.472 eV. As for the gap between HOMO and LUMO (alpha / beta): 3.0756 / 3.0694 eV.

---

Entry from the Open Molecules 2025 dataset: a molecular structure, C31H35BeF9N4OP2 in a non-equilibrium geometry (ωB97M-V with the def2-TZVPD basis set).

Structure (XYZ):
```
83
Properties=species:S:1:pos:R:3
Be -0.999 -1.860 1.298
C 4.734 -1.340 0.811
C 3.941 -0.497 1.491
C 2.814 0.313 0.924
C 2.223 -0.341 -0.342
C 2.497 0.308 -1.661
C 3.695 0.211 -2.255
C 4.986 -0.083 -1.543
C 5.041 -1.383 -0.664
C -2.625 -1.749 1.902
H 5.314 -2.045 1.405
H 4.205 -0.259 2.515
H 3.204 1.321 0.732
H 2.018 0.403 1.703
H 2.674 -1.346 -0.366
H 1.129 -0.445 -0.242
H 1.648 0.790 -2.140
H 3.765 0.322 -3.361
H 5.335 0.752 -0.905
H 5.720 -0.198 -2.370
H 4.463 -2.180 -1.142
H 6.070 -1.794 -0.735
H -2.991 -2.627 2.455
H -3.442 -1.543 1.185
H -2.574 -0.913 2.603
P -2.014 -0.973 -0.775
P -0.041 1.806 1.423
N -1.657 -1.102 -2.558
N -3.777 -0.450 -1.201
N 0.580 2.835 0.026
N -0.650 3.323 2.175
C -1.420 0.732 -0.668
C -1.657 1.404 0.692
C -1.772 -2.319 -3.249
C -1.656 -2.085 -4.617
C -1.495 -0.673 -4.796
C -1.502 -0.097 -3.524
C -4.930 -1.043 -0.686
C -6.053 -0.291 -1.053
C -5.573 0.811 -1.839
C -4.183 0.667 -1.937
C 1.921 3.141 -0.208
C 2.027 3.878 -1.369
C 0.702 4.081 -1.884
C -0.174 3.474 -0.979
C -0.275 4.657 1.951
C -1.096 5.505 2.699
C -2.033 4.667 3.401
C -1.759 3.348 3.037
H -1.908 1.364 -1.415
H -0.362 0.688 -0.967
H -2.241 2.336 0.555
H -2.207 0.782 1.432
H -1.895 -3.235 -2.690
H -1.685 -2.828 -5.402
H -1.398 -0.137 -5.729
H -1.386 0.945 -3.251
H -4.876 -1.953 -0.111
H -7.084 -0.495 -0.791
H -6.157 1.612 -2.275
H -3.482 1.282 -2.489
H 2.701 2.854 0.499
H 2.959 4.220 -1.797
H 0.416 4.602 -2.790
H -1.265 3.471 -0.962
H 0.499 4.901 1.246
H -1.020 6.581 2.735
H -2.799 4.994 4.087
H -2.274 2.436 3.290
F 2.893 -3.253 1.124
C 2.292 -3.625 2.289
F 2.633 -4.932 2.469
F 2.903 -2.924 3.291
C 0.738 -3.365 2.196
O 0.413 -2.026 1.950
C 0.135 -4.211 1.044
F -0.422 -5.397 1.354
F -0.965 -3.447 0.502
F 0.951 -4.389 -0.013
C 0.060 -3.875 3.504
F 0.578 -5.051 3.956
F 0.179 -2.958 4.491
F -1.287 -4.076 3.307
```

As for the molecular weight: 721.59 u. Its energy relative to the best compared isomer or geometry (same formula, charge and spin) is 2.712 eV. As for the maximum force: 5.90 eV Å⁻¹. As for the HOMO energy: -8.228 eV. As for the gap between HOMO and LUMO: 7.6708 eV.

---

Entry from the Open Molecules 2025 dataset: 13 unconnected molecules or ions with the total composition C5H37NO12S2 in a non-equilibrium geometry (ωB97M-V with the def2-TZVPD basis set).

Structure (XYZ):
```
57
Properties=species:S:1:pos:R:3
S 0.681 4.801 0.151
S -0.446 3.389 -0.722
C -1.367 2.455 0.581
C -0.496 1.378 1.263
C -0.097 0.225 0.333
N -1.181 -0.607 -0.229
C -1.889 -1.453 0.759
C -3.048 -0.789 1.514
H 1.776 4.218 0.583
H -1.801 3.206 1.328
H -2.241 1.939 0.042
H 0.460 1.856 1.754
H -1.019 0.988 2.064
H 0.596 -0.452 0.895
H 0.532 0.578 -0.552
H -1.835 0.018 -0.738
H -2.328 -2.266 0.151
H -1.145 -1.944 1.458
H -3.718 -0.306 0.866
H -2.744 -0.055 2.234
H -3.639 -1.440 2.035
H -4.796 1.470 -1.436
H -3.313 0.979 -1.777
O -4.045 1.007 -1.029
H 2.347 3.434 3.164
H 2.549 2.191 2.379
O 2.612 3.125 2.301
H -2.074 0.507 -3.743
H -1.829 1.885 -3.173
O -2.110 1.007 -2.877
H -1.667 -1.281 -5.174
H -0.535 -0.481 -4.465
O -1.369 -0.407 -5.008
H 4.266 -0.533 0.144
H 3.061 -0.005 -0.621
O 3.291 -0.507 0.204
H 2.730 0.168 1.674
H 3.175 0.182 3.134
O 2.440 0.455 2.536
H 3.243 0.587 -2.855
H 1.796 0.284 -2.440
O 2.625 0.665 -2.086
H 2.577 -2.149 -0.022
H 1.938 -3.248 0.792
O 2.272 -2.970 -0.122
H 0.925 -4.087 2.680
H 1.123 -2.500 2.793
O 1.468 -3.343 2.401
H 1.104 -0.457 3.104
H -0.356 -0.837 2.783
O 0.396 -1.081 3.329
H -0.365 -0.054 -2.500
H 0.380 -1.372 -2.621
O 0.371 -0.443 -2.995
H -0.487 -2.296 -1.224
H 1.013 -2.887 -1.213
O 0.190 -2.747 -1.805
```

As for the molecular weight: 367.48 u. Its energy relative to the best compared isomer or geometry (same formula, charge and spin) is 0.000 eV. The charge is +1. As for the spin multiplicity: 2. As for the maximum force: 6.41 eV Å⁻¹. The expectation value of S² is 0.755. As for the HOMO energy (alpha / beta): -12.495 / -12.365 eV. As for the gap between HOMO and LUMO (alpha / beta): 8.5837 / 4.1166 eV.

---

Entry from the Open Molecules 2025 dataset: 4 unconnected molecules or ions with the total composition C3H17N2O3 in a non-equilibrium geometry (ωB97M-V with the def2-TZVPD basis set).

Structure (XYZ):
```
25
Properties=species:S:1:pos:R:3
N -1.147 -1.041 0.540
C -0.552 -0.659 -0.824
C 0.443 0.488 -0.697
N -0.087 1.613 -0.019
C 0.675 2.818 0.243
H -2.110 -1.365 0.621
H -0.643 -1.872 0.926
H -1.062 -0.313 1.238
H -0.131 -1.584 -1.240
H -1.429 -0.491 -1.473
H 1.391 0.121 -0.206
H 0.957 0.581 -1.715
H -1.068 1.782 -0.296
H 0.779 2.812 1.331
H 0.161 3.677 -0.200
H 1.739 2.760 0.000
H -0.704 -4.224 1.951
H -1.327 -4.085 0.629
O -0.704 -3.613 1.199
H 1.069 2.549 -3.792
H 1.814 1.433 -3.379
O 1.062 1.593 -3.969
H 0.499 -0.250 2.945
H 0.458 -1.710 3.295
O -0.084 -1.019 2.890
```

As for the molecular weight: 129.18 u. Its energy relative to the best compared isomer or geometry (same formula, charge and spin) is 1.020 eV. The charge is +2. As for the spin multiplicity: 2. As for the maximum force: 3.08 eV Å⁻¹. The expectation value of S² is 0.755. As for the HOMO energy (alpha / beta): -17.997 / -17.942 eV. As for the gap between HOMO and LUMO (alpha / beta): 11.1893 / 5.9441 eV.

---

Entry from the Open Molecules 2025 dataset: a molecular structure, Be3Ca5O24P6 in a non-equilibrium geometry (ωB97M-V with the def2-TZVPD basis set).

Structure (XYZ):
```
38
Properties=species:S:1:pos:R:3
Ca -2.939 -1.977 0.681
Ca 2.096 1.000 0.231
Ca 1.426 -1.685 3.105
Ca -1.230 2.037 1.026
Ca -2.320 -1.629 -2.990
Be -1.722 0.291 3.954
Be -0.658 1.554 -2.178
Be 0.137 -3.754 0.099
P -0.135 -1.403 -4.562
O 1.138 -2.270 -4.601
O -1.364 -2.322 -4.802
O -0.173 -0.333 -5.632
O -0.208 -0.903 -3.080
P 1.846 1.258 3.216
O 2.916 0.520 2.359
O 0.864 0.382 4.057
O 0.915 1.957 2.176
O 2.558 2.395 3.902
P 2.107 -4.165 -1.850
O 1.050 -3.055 -1.697
O 2.183 -4.863 -0.452
O 3.511 -3.561 -1.975
O 1.727 -5.219 -2.841
P 1.127 3.626 -1.311
O 1.060 4.828 -2.246
O -0.279 3.076 -0.782
O 1.630 4.407 -0.115
O 2.036 2.467 -1.657
P -0.499 -0.607 0.433
O -1.163 -1.649 -0.582
O 0.098 0.584 -0.448
O 0.852 -1.054 1.015
O -1.448 -0.018 1.499
P -3.458 2.038 3.180
O -1.934 2.177 3.220
O -4.002 3.027 4.193
O -3.775 0.544 3.680
O -3.971 2.299 1.780
```

As for the molecular weight: 797.25 u. The charge is -2. As for the maximum force: 7.14 eV Å⁻¹. As for the HOMO energy: -2.414 eV. As for the gap between HOMO and LUMO: 2.3138 eV.

---

Entry from the Open Molecules 2025 dataset: 12 unconnected molecules or ions with the total composition H24O12 in a non-equilibrium geometry (ωB97M-V with the def2-TZVPD basis set).

Structure (XYZ):
```
36
Properties=species:S:1:pos:R:3
O -1.448 1.285 -2.936
H -2.068 0.856 -2.328
H -0.594 0.978 -2.575
O 1.917 -1.260 1.734
H 2.242 -1.769 2.471
H 2.572 -0.640 1.434
O -1.130 -0.509 1.094
H -1.032 -1.459 1.281
H -2.045 -0.301 1.272
O 2.236 2.115 -0.091
H 1.685 2.090 0.667
H 1.744 1.579 -0.723
O 0.383 0.416 -1.057
H 0.422 -0.466 -0.739
H -0.375 0.910 -0.656
O -1.219 2.328 0.275
H -0.985 3.221 0.049
H -1.174 2.290 1.245
O 0.934 1.444 2.251
H 0.474 0.685 1.897
H 1.308 1.070 3.069
O -1.313 -3.842 -0.700
H -0.595 -3.219 -0.552
H -1.130 -4.565 -0.141
O 0.615 -2.159 -0.286
H 1.369 -2.239 -0.887
H 1.039 -1.935 0.565
O -2.156 -1.018 -1.242
H -1.721 -0.832 -0.401
H -1.442 -1.195 -1.904
O -3.392 1.585 -1.083
H -4.128 1.802 -0.460
H -2.611 1.860 -0.549
O 3.831 -0.077 -0.170
H 4.569 0.265 0.364
H 3.219 0.705 -0.190
```

As for the molecular weight: 216.18 u. Its energy relative to the best compared isomer or geometry (same formula, charge and spin) is 1.700 eV. As for the maximum force: 2.50 eV Å⁻¹. As for the HOMO energy: -9.826 eV. As for the gap between HOMO and LUMO: 9.3420 eV. The SMILES is O.O.O.O.O.O.O.O.O.O.O.O.

---

Repeat the seventh record exactly.
Entry from the Open Molecules 2025 dataset: a molecular structure, Be3Ca5O24P6 in a non-equilibrium geometry (ωB97M-V with the def2-TZVPD basis set).

Structure (XYZ):
```
38
Properties=species:S:1:pos:R:3
Ca -2.939 -1.977 0.681
Ca 2.096 1.000 0.231
Ca 1.426 -1.685 3.105
Ca -1.230 2.037 1.026
Ca -2.320 -1.629 -2.990
Be -1.722 0.291 3.954
Be -0.658 1.554 -2.178
Be 0.137 -3.754 0.099
P -0.135 -1.403 -4.562
O 1.138 -2.270 -4.601
O -1.364 -2.322 -4.802
O -0.173 -0.333 -5.632
O -0.208 -0.903 -3.080
P 1.846 1.258 3.216
O 2.916 0.520 2.359
O 0.864 0.382 4.057
O 0.915 1.957 2.176
O 2.558 2.395 3.902
P 2.107 -4.165 -1.850
O 1.050 -3.055 -1.697
O 2.183 -4.863 -0.452
O 3.511 -3.561 -1.975
O 1.727 -5.219 -2.841
P 1.127 3.626 -1.311
O 1.060 4.828 -2.246
O -0.279 3.076 -0.782
O 1.630 4.407 -0.115
O 2.036 2.467 -1.657
P -0.499 -0.607 0.433
O -1.163 -1.649 -0.582
O 0.098 0.584 -0.448
O 0.852 -1.054 1.015
O -1.448 -0.018 1.499
P -3.458 2.038 3.180
O -1.934 2.177 3.220
O -4.002 3.027 4.193
O -3.775 0.544 3.680
O -3.971 2.299 1.780
```

As for the molecular weight: 797.25 u. The charge is -2. As for the maximum force: 7.14 eV Å⁻¹. As for the HOMO energy: -2.414 eV. As for the gap between HOMO and LUMO: 2.3138 eV.